(1)
55
Properties=species:S:1:pos:R:3:mulliken_charge:R:1 method="wB97M-V/def2-TZVPD" gap_ev=7.85 e_homo_ev=-7.425 energy_ev=-70012.1150
In -0.27 0.38 1.91 1.07
N -1.30 -2.43 5.35 -0.43
C -1.07 -1.75 4.19 0.58
S -0.04 -0.34 4.33 -0.46
N -1.64 -2.25 3.14 -1.31
N -1.37 -1.60 1.94 0.69
C -1.99 -2.11 0.94 -0.77
C -1.95 -1.67 -0.44 0.73
C -2.85 -2.28 -1.33 -0.62
C -2.93 -1.91 -2.65 -0.82
C -2.08 -0.90 -3.12 -0.59
C -1.18 -0.29 -2.27 -0.26
C -1.08 -0.66 -0.91 0.30
O -0.17 -0.10 -0.16 -0.57
H -1.06 -1.98 6.22 0.21
H -2.02 -3.13 5.35 0.23
H -2.64 -2.96 1.16 0.39
H -3.50 -3.06 -0.95 0.38
H -3.63 -2.39 -3.32 0.40
H -2.14 -0.58 -4.15 0.42
H -0.53 0.51 -2.61 0.45
Cl -3.24 1.37 0.33 -0.14
C -2.10 2.58 -0.21 0.80
C -2.21 3.05 -1.50 -0.60
C -1.32 4.00 -1.97 -0.49
C -0.33 4.48 -1.12 -0.66
C -0.24 3.99 0.18 -0.50
C -1.11 3.02 0.68 0.45
C -0.94 2.45 2.03 -1.81
H -2.99 2.65 -2.14 0.43
H -1.40 4.37 -2.98 0.40
H 0.36 5.23 -1.46 0.40
H 0.54 4.36 0.84 0.38
H -1.88 2.40 2.59 0.47
H -0.19 2.98 2.61 0.51
C 2.51 1.71 -1.14 -1.20
N 2.83 0.29 -0.96 0.32
C 3.63 -0.32 -2.02 -1.25
C 2.57 -0.33 0.20 0.40
S 2.37 0.56 1.66 -0.33
N 2.53 -1.67 0.20 0.17
C 2.45 -2.42 1.45 -1.05
C 2.00 -2.40 -0.95 -1.32
H 2.49 1.91 -2.21 0.43
H 3.25 2.35 -0.66 0.28
H 1.53 1.92 -0.73 0.36
H 4.38 0.40 -2.34 0.47
H 3.02 -0.60 -2.88 0.37
H 4.14 -1.20 -1.65 0.38
H 3.10 -1.98 2.20 0.38
H 2.78 -3.44 1.24 0.39
H 1.43 -2.44 1.83 0.32
H 1.59 -1.71 -1.69 0.41
H 1.17 -3.02 -0.61 0.48
H 2.75 -3.04 -1.42 0.34

=====

(2)
74
Properties=species:S:1:pos:R:3:mulliken_charge:R:1 method="wB97M-V/def2-TZVPD" gap_ev=8.16 e_homo_ev=-8.952 smiles="O=[N+]([O-])c1ccccc1.CN(C)C=O.CN(C)C=O.CN(C)C=O.CN(C)C=O.CN(C)C=O" energy_ev=-45695.8473
C 2.84 3.12 -7.77 0.18
O 3.15 2.83 -8.91 -0.57
N 1.57 3.17 -7.29 0.06
C 1.35 3.07 -5.86 -0.89
C 0.47 2.79 -8.15 -0.91
H 3.57 3.41 -7.00 0.26
H 2.19 3.47 -5.30 0.25
H 1.27 2.01 -5.55 0.45
H 0.39 3.51 -5.59 0.23
H 0.23 1.73 -8.08 0.31
H -0.40 3.39 -7.90 0.31
H 0.78 2.97 -9.18 0.31
C 5.24 -1.14 0.36 0.03
O 4.42 -1.63 -0.39 -0.53
N 5.00 -0.12 1.22 0.23
C 6.10 0.57 1.84 -0.91
C 3.73 0.55 1.20 -0.49
H 6.25 -1.57 0.44 0.31
H 6.49 1.39 1.21 0.36
H 6.96 -0.09 1.94 0.30
H 5.84 0.95 2.82 0.28
H 2.97 -0.10 0.76 -0.31
H 3.45 0.79 2.23 0.38
H 3.72 1.52 0.68 0.37
C -5.09 1.54 1.60 0.01
O -4.93 1.79 0.42 -0.61
N -4.76 2.37 2.63 0.17
C -4.98 1.95 4.00 -1.01
C -4.38 3.74 2.38 -1.08
H -5.52 0.60 1.98 0.41
H -4.59 2.69 4.70 0.40
H -4.43 1.03 4.25 0.30
H -6.03 1.78 4.24 0.34
H -4.98 4.42 2.98 0.41
H -3.31 3.92 2.54 0.31
H -4.55 3.95 1.32 0.36
C -0.69 0.89 -2.79 0.16
O 0.39 0.84 -3.34 -0.60
N -0.89 0.78 -1.47 0.29
C -2.17 1.01 -0.88 -0.55
C 0.19 0.56 -0.54 -0.68
H -1.63 0.99 -3.37 0.30
H -2.95 1.05 -1.64 0.32
H -2.30 1.94 -0.31 0.38
H -2.46 0.21 -0.19 -0.21
H 1.12 0.38 -1.08 0.39
H 0.33 1.46 0.07 0.31
H -0.05 -0.28 0.11 -0.02
C 3.10 -4.15 2.01 0.05
O 3.70 -4.59 2.98 -0.61
N 2.18 -3.16 2.06 0.25
C 1.40 -2.80 0.88 -0.16
C 1.93 -2.38 3.23 -0.95
H 3.25 -4.53 0.99 0.34
H 0.35 -2.72 1.18 -0.22
H 1.45 -3.51 0.06 0.42
H 1.69 -1.79 0.59 -0.07
H 1.46 -1.43 2.97 0.25
H 1.28 -2.90 3.95 0.22
H 2.86 -2.17 3.77 0.43
C -1.45 -1.94 3.49 -0.71
C -2.06 -1.21 2.47 -0.05
C -2.76 -1.90 1.50 -0.33
C -2.85 -3.27 1.55 -0.37
C -2.19 -4.00 2.51 -0.52
C -1.47 -3.33 3.49 -0.50
N -3.67 -3.97 0.55 1.02
O -4.11 -3.32 -0.38 -0.60
O -3.88 -5.15 0.74 -0.61
H -0.80 -1.45 4.20 0.54
H -1.98 -0.13 2.48 0.66
H -3.24 -1.42 0.66 0.48
H -2.23 -5.08 2.51 0.50
H -0.85 -3.89 4.18 0.42

=====

(3)
8
Properties=species:S:1:pos:R:3:mulliken_charge:R:1 method="wB97M-V/def2-TZVPD" gap_ev=11.99 e_homo_ev=-10.920 smiles=FCCCl energy_ev=-17377.9761
C -0.10 1.18 0.40 -0.23
C -0.98 0.19 -0.61 -0.34
F 0.80 1.89 -0.36 -0.28
Cl -2.54 -0.20 0.26 -0.21
H 0.53 0.78 1.17 0.25
H -0.68 1.96 0.86 0.25
H -1.35 0.84 -1.44 0.22
H -0.58 -0.67 -1.16 0.34

=====

Taking the records one at a time from the top gives energy above the lowest of the compared OMol25 structures with the same formula, charge and spin values of 0.0000, 0.0000, 0.9439 eV.